{
  "formula": "C41H104N8O12",
  "method": "the ωB97M-V functional and the def2-TZVPD basis",
  "e_tot_ha": -2962.94412,
  "homo_lumo_gap_ev": 7.656,
  "largest_force_ev_per_a": 4.6,
  "homo_energy_ev": -19.49,
  "spin_multiplicity": 1,
  "charge": 6,
  "elements": ["O", "O", "O", "O", "O", "O", "O", "O", "O", "O", "O", "O", "N", "N", "N", "N", "N", "N", "N", "N", "C", "C", "C", "C", "C", "C", "C", "C", "C", "C", "C", "C", "C", "C", "C", "C", "C", "C", "C", "C", "C", "C", "C", "C", "C", "C", "C", "C", "C", "C", "C", "C", "C", "C", "C", "C", "C", "C", "C", "C", "C", "H", "H", "H", "H", "H", "H", "H", "H", "H", "H", "H", "H", "H", "H", "H", "H", "H", "H", "H", "H", "H", "H", "H", "H", "H", "H", "H", "H", "H", "H", "H", "H", "H", "H", "H", "H", "H", "H", "H", "H", "H", "H", "H", "H", "H", "H", "H", "H", "H", "H", "H", "H", "H", "H", "H", "H", "H", "H", "H", "H", "H", "H", "H", "H", "H", "H", "H", "H", "H", "H", "H", "H", "H", "H", "H", "H", "H", "H", "H", "H", "H", "H", "H", "H", "H", "H", "H", "H", "H", "H", "H", "H", "H", "H", "H", "H", "H", "H", "H", "H", "H", "H", "H", "H"],
  "xyz": [[1.4058, 1.4942, 0.5356], [2.8039, 3.7057, 1.3798], [1.8483, -0.4081, -4.2886], [-1.8094, -2.3739, -6.9735], [3.5073, -3.7599, 1.1583], [-1.4476, -2.9503, -0.7730], [0.1115, -6.3469, -1.9641], [0.1922, -1.5235, -2.5625], [-1.4005, 5.3054, 0.3797], [-3.0612, 2.4751, 5.0420], [-3.9072, -2.0688, 3.0605], [-0.3339, 0.0265, 2.5135], [-0.9073, -8.8535, -3.1043], [-3.7321, 4.1550, -1.0154], [-0.4380, 1.6865, 5.2825], [-1.4184, -3.1438, -4.0225], [2.3412, -2.9022, 3.7677], [2.5174, 3.2880, -3.9451], [-3.1958, -4.1370, 1.0374], [4.7535, 6.0835, 1.5198], [-2.4286, 1.8252, -0.8033], [2.0883, 3.6372, -5.3562], [-4.5821, -3.3365, 1.0123], [4.1768, 3.4991, 1.6905], [3.3519, 6.4920, 1.2079], [-0.2137, -0.3654, 1.3059], [3.9357, 3.9617, -3.7512], [-0.8894, -1.4726, 0.9528], [-4.4097, 2.4505, 4.4704], [-0.6885, 3.1706, 4.9451], [-0.8792, -7.1293, -1.2382], [5.4554, 7.1858, 2.3592], [2.7224, -2.5384, 1.1878], [1.5141, 0.9203, -4.4126], [-2.5840, 3.3182, -0.3283], [-4.1863, -0.8014, 3.7299], [-2.7538, -8.8500, -1.2495], [-2.0795, 3.2699, 4.3670], [-0.3020, 6.1167, 0.3214], [4.8288, 4.7949, 2.3796], [-2.4815, -1.6710, -5.8604], [3.4432, -3.7880, 4.3357], [0.5272, 3.6721, 4.0611], [-4.3069, -1.9230, 1.7087], [5.6320, 5.8935, 0.1954], [-0.6633, -1.6595, -7.4730], [2.7312, 1.6831, -3.8899], [-5.6074, -4.1665, 1.7799], [0.7413, 0.4117, 0.3444], [2.8147, -1.9499, 2.5864], [0.9081, -5.4586, -1.2784], [-1.7909, -7.9823, -2.1386], [0.1050, -1.1494, -1.4033], [-2.7887, -2.5872, -4.6260], [0.9084, -0.0822, -0.9029], [1.1732, -3.8696, 3.2271], [1.6259, -2.0973, 4.9428], [-0.9160, -1.9173, -0.4099], [1.5084, 3.7887, -2.9488], [-3.4221, -1.6747, -3.5557], [-1.2196, 4.0299, -0.2351], [1.4044, 3.4343, 4.6629], [6.4610, 6.8119, 2.5515], [4.2806, -3.1247, 4.5520], [-3.1014, 3.3063, 0.6310], [2.8392, 3.4220, -6.1164], [-3.7880, -2.3246, -2.7608], [-0.2318, -7.6247, -0.5146], [3.5511, 1.4104, -4.5543], [0.5904, 1.0814, -3.8567], [-0.4987, -8.3878, -3.9021], [-4.6567, 3.8481, -0.7489], [1.1247, 1.1838, -5.3960], [-1.6109, -3.7206, -3.2161], [4.4543, 3.5696, -2.8764], [3.1428, -1.7964, 0.5090], [3.5730, 4.9270, -3.3980], [1.7100, -2.7110, 0.8228], [-2.3872, 4.3148, 4.4052], [-1.4893, -6.3857, -0.7255], [-3.1904, 1.1421, -0.4275], [-0.3741, 3.5249, 0.2319], [5.1238, 5.2729, -0.5427], [3.1395, -4.2531, 5.2735], [0.1535, 6.1029, -0.6688], [0.8857, -4.5851, 3.9974], [-3.3898, -9.5416, -1.8021], [3.3534, 7.5600, 0.9901], [-2.0781, 3.1830, 3.2805], [4.3389, 2.7125, 2.4276], [-3.4416, -8.1920, -0.7184], [-1.0712, 1.2717, 5.9511], [-2.3139, 1.6367, -1.8707], [-2.1860, -9.3416, -0.4597], [0.7068, 3.0782, 3.1650], [1.1462, 4.8144, -3.0187], [-3.6284, 5.1180, -0.7292], [-4.2985, -1.1864, -3.9819], [3.7309, -4.5087, 3.5702], [6.6278, 5.5325, 0.4527], [-5.3011, -1.5116, 1.5342], [-3.1867, -5.0680, 0.6460], [-0.7602, -2.4361, -3.7292], [-5.6330, -5.1145, 1.2424], [-2.9150, -4.2395, 2.0021], [1.5826, 0.4223, -1.5792], [5.4111, 8.0685, 1.7213], [-1.4853, -2.0067, 1.6782], [-1.8067, -0.8730, -5.5508], [-1.4654, -9.6087, -3.4762], [-2.4623, -3.7608, 0.4539], [-6.5931, -3.7100, 1.6901], [-3.4112, -3.4330, -4.9178], [1.1126, -1.2614, 4.4676], [-3.3908, -1.1690, -6.1907], [-4.9276, 3.3821, 4.6986], [-0.0648, -2.1722, -8.2260], [4.4123, -3.4476, 1.0876], [4.5927, 3.9374, -4.6206], [-0.9020, -3.7383, -4.6550], [0.1209, -1.3582, -6.7786], [-5.1449, -0.4565, 3.3423], [1.1248, 3.2087, -5.6322], [1.4556, -4.6253, 2.4941], [-0.5456, 3.6953, 5.8897], [-4.4395, 2.3004, 3.3912], [5.8834, 4.5221, 2.4179], [-3.7036, 4.1895, -2.0245], [0.3241, 5.7012, 1.1109], [0.8161, -2.7433, 5.2817], [-3.5001, 0.0399, 3.6330], [0.5011, 4.6844, 3.6577], [-0.5460, 1.1468, 4.4356], [-5.3764, -4.2664, 2.8404], [4.7405, 3.2525, 0.7907], [-2.9128, -0.8370, -3.0793], [2.0835, 4.7254, -5.2946], [3.8896, -1.8733, 2.7506], [0.2106, -4.8879, -0.6653], [-4.9052, 1.6731, 5.0519], [2.7720, 6.1473, 2.0641], [1.6715, -6.0186, -0.7384], [-4.6915, -3.1698, -0.0593], [2.3086, -1.7737, 5.7286], [0.6593, 3.1071, -2.8992], [2.3177, -0.9898, 2.7253], [1.2966, -4.6778, -1.9322], [-4.3219, -0.9872, 4.7954], [-0.9728, -0.7946, -8.0598], [1.9702, 3.6292, -1.9745], [2.3902, 2.8617, 1.1846], [0.3292, -3.2321, 2.9639], [4.3557, 4.9614, 3.3474], [-0.7988, 4.1467, -1.2338], [1.3114, -0.7506, -3.5703], [5.7911, 6.9170, -0.1440], [-2.3499, -7.4762, -2.9256], [-0.4501, 7.1474, 0.6436], [-0.2038, -9.2868, -2.5233], [3.1159, 5.7705, 0.4257], [4.9591, 7.1923, 3.3297], [2.8905, 1.4380, -2.8398], [0.4741, 1.4432, 5.6417], [-3.6275, -1.3475, 1.0800], [-1.5097, 1.4132, -0.3862]],
  "atomic_forces_ev_per_a": [[-1.42, -0.93, 1.97], [0.75, 0.57, 0.47], [0.72, -0.55, -0.86], [0.03, 0.50, 1.73], [-1.04, 1.06, -0.16], [-1.33, -1.61, -1.35], [-2.03, -1.85, -2.96], [-0.38, -0.90, -1.66], [-3.05, -1.28, -0.88], [0.74, -0.25, -0.95], [-0.17, 1.48, -0.89], [0.81, 0.55, -0.62], [-0.76, -0.35, 1.78], [1.76, -0.31, -0.55], [0.06, 0.09, -0.42], [-1.95, -0.55, -1.38], [-2.36, -1.02, -0.28], [1.82, -1.94, -1.63], [-1.30, -0.28, 0.46], [2.38, -0.74, 0.32], [0.01, 0.46, 0.11], [0.29, 1.27, 0.44], [2.27, 0.67, 1.57], [0.18, 1.81, 0.51], [0.90, -1.46, 0.09], [1.02, 2.93, 3.44], [-2.06, 0.25, 1.42], [-1.21, -2.08, -3.31], [0.74, 0.60, 1.20], [1.33, -0.02, 0.11], [1.70, 1.89, -0.71], [-0.32, -1.64, -0.70], [0.36, -0.66, 0.30], [-1.04, 0.51, 0.40], [-0.53, -1.28, 0.75], [-0.99, -0.52, 0.44], [0.87, 0.63, -0.32], [-1.50, 1.21, -0.24], [1.86, 0.33, 0.97], [-0.94, -1.27, -2.26], [1.58, -1.12, -0.91], [0.15, 0.89, -0.42], [-0.60, -1.58, -0.05], [-0.48, -2.27, -1.32], [-0.75, 1.09, 1.60], [0.12, 0.64, -1.15], [-1.52, 1.82, -0.26], [0.25, 0.16, -1.31], [1.19, 2.01, 0.06], [0.30, -0.98, 1.12], [-0.56, 0.61, 1.13], [0.21, -0.77, -0.46], [-0.07, 0.86, 2.11], [1.97, 2.03, -0.39], [-1.47, -2.46, -1.83], [0.80, 0.23, 1.00], [0.06, -0.61, -1.74], [2.73, 1.83, 1.73], [0.58, -1.42, 1.03], [-1.14, -0.93, 0.13], [-0.38, 1.59, -0.42], [0.21, 0.79, 0.09], [0.12, 0.41, -0.25], [0.07, -0.12, 0.01], [0.87, -0.27, 0.52], [0.08, -0.56, 0.35], [-0.11, 0.15, 0.23], [-0.81, -0.99, 0.31], [0.29, 0.42, 0.33], [-0.02, 0.47, 0.83], [0.38, 0.62, -0.02], [-0.34, -0.33, 0.24], [0.98, -0.10, -0.56], [-0.09, 0.06, 0.62], [-0.22, -0.66, -0.16], [0.07, 0.14, -0.02], [0.83, 0.59, -0.72], [0.02, -0.35, 0.24], [0.14, 0.43, 0.60], [-0.44, -0.21, 0.33], [-0.37, 0.40, -0.04], [-0.57, -0.96, 0.72], [-0.05, 0.10, 0.32], [-0.30, -0.02, -0.25], [0.28, 0.07, -0.03], [0.02, 0.71, 0.83], [0.30, -0.07, -0.11], [-0.41, -0.28, -0.14], [0.16, -1.15, -0.35], [-0.10, -0.16, 0.01], [0.03, 0.26, -0.19], [-0.90, 0.40, 0.37], [-0.20, 0.52, -0.18], [-0.01, -0.36, -0.20], [-0.54, -0.46, -0.15], [0.54, -0.01, -0.70], [0.12, 0.69, 0.51], [-0.18, -0.32, -0.20], [-0.09, 0.05, 0.19], [-0.28, -0.32, 0.23], [-0.20, 0.56, 0.71], [-1.10, -0.71, 0.12], [0.27, 1.02, 0.72], [-0.38, -0.33, 0.51], [0.26, 0.17, 0.45], [0.00, -0.10, -0.02], [0.15, 0.22, 0.69], [-0.01, 0.18, 0.23], [0.09, 0.10, 0.34], [-0.43, -0.49, -0.20], [0.93, 1.69, -0.46], [0.02, 0.01, -0.02], [0.15, 0.00, 0.28], [0.26, 0.15, -0.08], [-0.22, -0.40, -0.14], [0.11, 0.15, -0.02], [-0.68, -1.09, 0.11], [0.43, -0.40, -0.14], [-0.58, 0.04, -0.09], [-0.11, -0.21, -0.86], [-0.45, 0.01, 0.90], [-0.13, 0.10, 0.18], [0.15, 0.24, 0.30], [0.69, 1.01, -0.74], [-0.63, -0.09, 0.11], [0.28, -0.31, -0.03], [0.00, 0.37, 0.56], [0.10, -0.23, -0.63], [1.19, 0.11, -0.32], [0.49, -0.09, 0.46], [0.72, -0.52, -0.54], [-0.24, 0.17, 0.87], [-0.07, -0.49, -1.00], [0.18, -0.07, -0.17], [0.13, -0.06, -0.06], [1.00, -0.38, -0.41], [-0.60, 0.09, -0.51], [-0.05, 0.45, 0.34], [0.35, 0.20, 0.99], [-0.06, -0.06, -0.42], [-0.23, 0.74, 0.00], [0.26, 0.52, 0.27], [-0.69, -0.07, 0.16], [0.12, -0.30, -0.26], [-0.04, 0.02, -0.58], [-0.06, -0.13, -0.12], [0.39, -0.56, -0.37], [0.14, -0.27, -0.09], [-0.31, 0.36, 0.36], [0.13, 0.30, 0.18], [-0.42, -0.77, -0.20], [0.19, -0.11, -0.23], [0.22, 0.27, -0.10], [-0.27, 0.34, -0.66], [-0.27, -0.77, 0.46], [-0.26, -0.13, -0.40], [-0.18, 0.84, 0.70], [-0.81, -0.08, -0.31], [0.78, -0.31, -0.14], [-0.69, 0.81, -0.36], [-0.24, 0.65, -0.26], [0.30, 0.03, -0.19], [0.67, 0.56, 0.09], [0.43, 0.12, 0.23], [0.14, 0.40, 0.21]]
}